{
  "formula": "C17H28N4O4ReS6SbSe",
  "method": "wB97M-V/def2-TZVPD",
  "species": ["Re", "O", "S", "O", "O", "O", "S", "Sb", "S", "S", "S", "C", "N", "C", "N", "S", "H", "H", "H", "H", "H", "H", "C", "C", "C", "C", "N", "C", "Se", "N", "C", "C", "C", "C", "C", "C", "C", "C", "C", "C", "H", "H", "H", "H", "H", "H", "H", "H", "H", "H", "H", "H", "H", "H", "H", "H", "H", "H", "H", "H", "H", "H"],
  "positions_angstrom": [[0.44797, -2.23484, 1.12045], [1.62496, -3.67477, -2.32075], [1.40745, -3.12687, -1.04755], [2.42275, -2.17570, -0.47641], [1.14240, -4.03500, 0.12486], [0.12167, -2.24184, -0.88111], [1.68757, -3.76843, 5.60495], [1.32166, -1.55740, 4.90886], [-0.91126, -3.06017, 2.40178], [2.31266, -1.87289, 2.52595], [3.23317, -2.35836, 6.04861], [6.22122, -2.30612, 0.07976], [5.00669, -2.76024, 0.73579], [4.91379, -3.09406, 1.98722], [5.92413, -3.10833, 2.84007], [3.34273, -3.67424, 2.63504], [6.14231, -2.54915, -0.97642], [7.09121, -2.82932, 0.47387], [6.34589, -1.22895, 0.19636], [4.14188, -2.72660, 0.20102], [6.86392, -2.86155, 2.56976], [5.75748, -3.37084, 3.79901], [-2.35224, 3.32963, 1.10268], [-2.91913, 2.56523, 2.28808], [-3.89700, 1.45268, 1.90963], [-3.24153, 0.14733, 1.47676], [-2.62601, 0.21774, 0.15528], [-1.31933, 0.23854, -0.13969], [0.09603, 0.17510, 1.13312], [-1.14359, 0.30100, -1.46084], [0.11828, 0.34191, -2.18926], [0.43628, 1.74157, -2.69400], [0.73931, 2.72764, -1.57196], [1.03694, 4.12308, -2.09967], [-2.38824, 0.32166, -2.06280], [-2.76452, 0.36270, -3.40201], [-4.11869, 0.34597, -3.65904], [-5.06843, 0.28887, -2.62926], [-4.70200, 0.24854, -1.29986], [-3.33481, 0.26610, -1.03474], [-1.76091, 4.18183, 1.43293], [-3.15376, 3.71050, 0.46774], [-1.70765, 2.70890, 0.47528], [-3.43756, 3.26728, 2.94272], [-2.10541, 2.14495, 2.89080], [-4.56260, 1.80235, 1.11629], [-4.54170, 1.21428, 2.75752], [-3.96826, -0.66687, 1.43773], [-2.45464, -0.13806, 2.17707], [0.02266, -0.37725, -3.00459], [0.89217, -0.02981, -1.51848], [-0.38668, 2.11228, -3.31005], [1.29690, 1.66127, -3.36240], [1.58879, 2.35804, -0.98793], [-0.11276, 2.77475, -0.88438], [1.89780, 4.11255, -2.76798], [1.25321, 4.81603, -1.28858], [0.18852, 4.51800, -2.65855], [-2.04029, 0.40122, -4.20246], [-4.46320, 0.37476, -4.68334], [-6.11734, 0.27367, -2.88965], [-5.44084, 0.19966, -0.51325]],
  "forces_ev_per_a": [[0.735, -0.428, -0.257], [-0.012, -0.084, -0.099], [0.227, 0.646, 0.404], [-0.041, -0.161, -0.295], [0.073, -0.121, 0.410], [-0.337, -0.015, 0.114], [0.021, -0.038, 0.027], [0.021, 0.061, 0.053], [-0.424, -0.019, 0.099], [-0.153, -0.064, -0.244], [-0.084, -0.022, -0.082], [0.240, 0.060, -0.149], [-0.016, 0.039, 0.165], [-0.131, -0.083, 0.306], [-0.075, 0.016, -0.143], [0.155, 0.014, 0.020], [0.001, 0.053, 0.006], [-0.009, -0.002, -0.025], [0.021, -0.031, 0.018], [-0.309, -0.025, -0.158], [0.045, -0.013, -0.007], [-0.006, 0.004, 0.012], [0.063, 0.019, -0.145], [-0.036, -0.043, 0.135], [-0.037, 0.003, -0.004], [-0.048, -0.066, 0.146], [0.269, -0.065, -0.192], [0.058, -0.049, 0.070], [0.025, -0.013, -0.011], [-0.111, 0.040, 0.342], [0.238, 0.020, -0.229], [0.068, -0.014, 0.006], [-0.029, -0.022, -0.015], [0.003, 0.022, 0.014], [-0.485, 0.003, 0.123], [-0.015, -0.018, 0.011], [0.071, 0.003, -0.095], [-0.075, -0.006, 0.122], [0.038, -0.022, -0.038], [0.071, 0.058, -0.410], [0.034, 0.022, 0.002], [-0.011, 0.021, -0.003], [-0.047, 0.067, 0.043], [-0.015, 0.007, -0.026], [-0.017, 0.001, 0.009], [-0.030, 0.012, 0.012], [0.049, -0.024, 0.037], [0.000, 0.040, 0.003], [-0.044, -0.013, 0.018], [0.035, 0.047, 0.010], [-0.007, 0.111, -0.087], [-0.044, 0.019, 0.016], [0.026, -0.005, 0.023], [0.003, -0.006, -0.012], [0.044, 0.018, -0.042], [0.027, 0.000, -0.021], [0.005, 0.022, 0.018], [-0.027, 0.014, -0.016], [0.025, 0.002, -0.014], [0.015, 0.003, -0.007], [-0.015, 0.005, 0.017], [-0.017, 0.001, 0.015]],
  "nbo_charge": [0.630, -0.836, 2.521, -1.006, -0.910, -0.890, -0.225, 1.085, 0.178, -0.112, -0.248, -0.440, -0.513, 0.385, -0.732, 0.223, 0.257, 0.216, 0.235, 0.472, 0.431, 0.444, -0.605, -0.404, -0.413, -0.214, -0.350, 0.295, 0.148, -0.327, -0.212, -0.413, -0.397, -0.603, 0.102, -0.206, -0.176, -0.177, -0.227, 0.171, 0.230, 0.219, 0.173, 0.230, 0.190, 0.216, 0.235, 0.228, 0.216, 0.234, 0.231, 0.213, 0.229, 0.196, 0.188, 0.214, 0.221, 0.213, 0.241, 0.242, 0.242, 0.238],
  "total_charge": 2,
  "e_above_lowest_kj_mol": 9.1,
  "gap_ev": 6.80,
  "mol_weight_g_mol": 931.8,
  "e_lumo_ev": -7.2
}

---

{
  "formula": "C17H28O5",
  "method": "wB97M-V/def2-TZVPD",
  "species": ["C", "C", "H", "H", "O", "C", "C", "C", "C", "C", "O", "H", "H", "H", "H", "H", "H", "H", "H", "C", "C", "C", "O", "C", "O", "O", "H", "H", "H", "C", "C", "C", "C", "C", "C", "H", "H", "H", "H", "H", "H", "H", "H", "H", "H", "H", "H", "H", "H", "H"],
  "positions_angstrom": [[0.69699, 4.07817, 1.35050], [1.64133, 2.89001, 1.29582], [2.29574, 2.95526, 0.41756], [2.27593, 2.85204, 2.19477], [0.86033, 1.70611, 1.22925], [1.60049, 0.52680, 1.13351], [0.61761, -0.65224, 1.22445], [1.30563, -1.90930, 1.78109], [2.56726, -2.39818, 1.06017], [2.31122, -3.06635, -0.29569], [1.27182, -4.01906, -0.25648], [1.51491, -4.71298, 0.36669], [2.01132, -2.33053, -1.04203], [3.24445, -3.53434, -0.64116], [3.05470, -3.12711, 1.71576], [3.26188, -1.57353, 0.90543], [1.58112, -1.70398, 2.81917], [0.57068, -2.71751, 1.79084], [-0.11421, -0.33976, 1.97664], [-0.14299, -0.91087, -0.09798], [0.51519, -0.25215, -1.25897], [1.69268, 0.37609, -1.18465], [2.40496, 0.52225, -0.02239], [2.31323, 0.97218, -2.38406], [1.88029, 0.85002, -3.50479], [3.41619, 1.68062, -2.11298], [3.78430, 2.03836, -2.93614], [0.04029, -0.31405, -2.22452], [-0.10809, -1.99070, -0.28958], [-1.64632, -0.55605, -0.01093], [-1.90080, 0.94855, -0.09253], [-3.38752, 1.24855, 0.07390], [-4.20135, 0.52587, -0.99510], [-3.94238, -0.97610, -0.93299], [-2.45343, -1.27057, -1.09733], [-2.13199, -0.93190, -2.08337], [-2.28182, -2.34807, -1.04040], [-4.50830, -1.48477, -1.71639], [-4.28481, -1.36250, 0.03021], [-5.26589, 0.72666, -0.85545], [-3.91643, 0.90094, -1.98066], [-3.55758, 2.32516, 0.00672], [-3.71699, 0.92043, 1.06298], [-1.32290, 1.46340, 0.67447], [-1.56454, 1.31688, -1.06410], [-2.00858, -0.91741, 0.95922], [2.33174, 0.47795, 1.96154], [0.07627, 4.09795, 0.45904], [1.26790, 5.00035, 1.41060], [0.05047, 3.99944, 2.22032]],
  "forces_ev_per_a": [[0.192, -0.419, 0.017], [0.140, 0.222, -0.041], [-0.050, -0.008, 0.132], [-0.029, 0.004, -0.107], [-0.014, -0.022, -0.084], [-0.201, -0.174, 0.805], [0.197, 0.083, -0.015], [0.094, 0.190, -0.059], [-0.308, -0.172, -0.152], [0.467, 0.296, 0.106], [-0.275, -0.379, 0.073], [-0.037, 0.016, -0.064], [0.067, -0.056, 0.025], [-0.101, 0.122, -0.029], [0.071, 0.013, -0.018], [0.144, -0.025, 0.039], [-0.051, -0.032, 0.038], [0.003, 0.012, 0.101], [0.049, -0.013, -0.056], [-0.130, 0.045, 0.269], [0.514, 0.196, -0.090], [-0.554, -0.307, 0.195], [0.074, -0.032, -0.356], [-0.087, 0.092, -0.773], [0.013, -0.032, 0.165], [0.411, 0.206, 0.387], [-0.296, -0.188, -0.017], [0.034, 0.070, -0.183], [0.026, 0.021, 0.011], [0.244, 0.059, -0.401], [-0.231, -0.106, 0.468], [0.072, 0.100, -0.335], [-0.140, -0.091, 0.314], [0.063, 0.108, -0.332], [-0.162, -0.095, 0.384], [0.064, -0.002, -0.127], [0.076, -0.033, -0.059], [-0.050, -0.058, 0.055], [-0.044, -0.061, 0.038], [-0.018, 0.035, -0.085], [-0.023, 0.045, -0.085], [-0.030, 0.024, 0.086], [-0.032, 0.027, 0.084], [0.016, 0.038, -0.087], [0.075, 0.062, -0.070], [0.029, -0.028, 0.034], [-0.148, 0.015, -0.201], [-0.066, 0.053, -0.101], [0.022, 0.123, 0.004], [-0.079, 0.055, 0.095]],
  "nbo_charge": [-0.620, -0.064, 0.184, 0.162, -0.555, 0.393, -0.245, -0.394, -0.438, -0.067, -0.724, 0.463, 0.186, 0.164, 0.196, 0.222, 0.205, 0.216, 0.229, -0.282, -0.162, 0.139, -0.515, 0.745, -0.594, -0.670, 0.500, 0.240, 0.253, -0.180, -0.415, -0.394, -0.396, -0.391, -0.404, 0.194, 0.208, 0.206, 0.191, 0.205, 0.193, 0.205, 0.190, 0.233, 0.196, 0.196, 0.161, 0.214, 0.213, 0.210],
  "smiles": "CCO[C@@H]1OC(C(=O)O)=C[C@H](C2CCCCC2)[C@H]1CCCO",
  "e_above_lowest_kj_mol": 10.3,
  "gap_ev": 9.69,
  "mol_weight_g_mol": 312.4,
  "e_lumo_ev": 0.7
}